Below is a molecular structure, C12H18AlF4NO2 in a non-equilibrium geometry, with properties calculated with the ωB97M-V functional and the def2-TZVPD basis.

XYZ file:
```
38
C12H18AlF4NO2 the ωB97M-V functional and the def2-TZVPD basis
C 4.21353 -1.40711 -0.94472
C 3.77088 -0.34918 0.07978
C 4.45056 1.00328 -0.24652
C 2.26723 -0.13925 0.05788
C 1.45822 -1.33552 0.56788
C -0.01539 -1.23883 0.28455
C -0.86666 -2.35065 0.30522
C -2.22759 -2.20121 0.05762
C -2.76523 -0.94008 -0.22272
C -4.24369 -0.76962 -0.50947
C -4.54895 0.57132 -1.16886
O -4.73941 0.66518 -2.32825
O -4.48749 1.64706 -0.36103
C -1.87730 0.13004 -0.24261
N -0.56969 -0.05056 0.00743
H 3.42782 -2.12896 -1.15437
H 4.47543 -0.90446 -1.87176
H 5.09935 -1.92804 -0.59474
H 4.08786 -0.60945 1.08884
H 5.42558 0.86150 -0.70147
H 4.52215 1.63853 0.63136
H 3.83732 1.53072 -0.97823
H 2.01137 0.73542 0.65963
H 1.94853 0.07756 -0.96450
H 1.80707 -2.25946 0.11357
H 1.55452 -1.45523 1.64818
H -0.46840 -3.33045 0.51579
H -2.85766 -3.07840 0.09327
H -4.81761 -0.83584 0.41524
H -4.55289 -1.54695 -1.19690
H -4.80570 1.39256 0.51601
H -2.20056 1.13326 -0.45377
H -0.01280 0.80833 -0.01685
F -0.64551 3.89858 2.61488
Al -1.66736 3.37201 1.39632
F -2.48350 1.95662 1.90097
F -0.72839 2.89390 0.04514
F -2.77561 4.54338 0.95723
```

LUMO level   -0.0462 hartree
Spin multiplicity   1
Strongest force on any atom   0.030 Eh/bohr
Kohn-Sham gap   9.66 eV
E_tot   -1315.5197 hartree
Net charge   0